1.
Molecular formula: C45H95F2N11O5S2
Method: DFT, ωB97M-V with the def2-TZVPD basis set

- HOMO (spin up / spin down): -13.054 / -17.454 eV
- Lowest unoccupied orbital energy (spin up / spin down): -9.439 / -9.456 eV
- Orbital gap (spin up / spin down): 3.62 / 8.00 eV
- Max |F|: 7.27 eV/Å
- Electronic energy: -101887.056 eV

Structure (ORCA input):
```
! wB97M-V def2-TZVPD RIJCOSX def2/J DEFGRID3
* xyz 5 2
C 3.9274 -3.1903 -4.5619
C 4.9247 -2.0180 -4.5287
N 5.5441 -1.8893 -5.9071
C 6.7018 -2.5007 -6.3822
C 6.8045 -1.9980 -7.7427
N 5.9527 -0.9459 -7.8804
C 5.1743 -0.9254 -6.8317
C 5.8821 -0.1022 -8.9865
H 4.4526 -4.1328 -4.4070
H 3.4617 -3.2829 -5.5430
H 3.1524 -3.0305 -3.8123
H 5.7540 -2.1597 -3.8355
H 4.5224 -1.0347 -4.2851
H 7.2158 -3.3338 -5.9260
H 7.4803 -2.2631 -8.5424
H 4.4194 -0.1720 -6.6618
H 6.3820 0.8020 -8.6392
H 4.8339 0.0055 -9.2654
H 6.4468 -0.5466 -9.8061
C -2.5336 3.9007 2.4975
C -2.3795 2.9753 1.3126
N -3.3400 3.1898 0.2324
C -3.5877 2.4133 -0.8109
C -4.7730 2.9098 -1.4398
N -5.1009 4.0873 -0.8190
C -4.2533 4.2222 0.2579
C -6.2635 4.8388 -1.0207
H -1.7466 3.6485 3.2083
H -3.5058 3.7049 2.9497
H -2.3996 4.9507 2.2375
H -2.3997 1.9260 1.6068
H -1.3552 2.9618 0.9402
H -2.9027 1.6174 -1.0632
H -5.4005 2.5266 -2.2309
H -4.2886 5.1194 0.8581
H -6.8490 5.0935 -0.1372
H -6.9534 4.3300 -1.6939
H -6.0531 5.8313 -1.4192
C 7.6475 -7.1748 2.5368
C 7.8263 -5.6599 2.2984
N 6.5677 -4.9316 1.8535
C 5.9196 -5.0920 0.6752
C 4.7527 -4.3075 0.7375
N 4.6627 -3.7653 1.9665
C 5.7980 -4.0916 2.6456
C 3.7344 -2.6673 2.3672
H 7.0918 -7.2260 3.4731
H 8.6353 -7.6335 2.4925
H 6.9457 -7.5852 1.8107
H 8.5184 -5.4918 1.4732
H 8.1763 -5.2371 3.2401
H 6.2098 -5.8030 -0.0842
H 3.8978 -4.1224 0.1040
H 5.9656 -3.7979 3.6713
H 3.3183 -2.8144 3.3638
H 2.9677 -2.5138 1.6078
H 4.3105 -1.7439 2.4269
C -0.1587 -4.9396 -1.2878
C 0.5296 -4.7207 0.0874
O 1.5445 -5.2435 0.4139
N -0.1959 -3.6945 0.9321
H 0.1372 -2.7494 0.8064
H -1.1770 -3.6277 0.7021
C -0.3812 -4.1371 2.4063
H -1.1057 -5.4355 -1.0746
H 0.4692 -5.6356 -1.8440
H -0.0912 -4.0007 -1.8374
H -0.6649 -3.2257 2.9326
H 0.4694 -4.6740 2.8263
H -1.2694 -4.7682 2.4335
C 2.0129 4.2838 1.6539
C 1.6868 3.7857 3.0560
C 2.7454 3.9509 4.1461
N 2.3870 3.3673 5.5804
C 1.3539 4.3652 6.1403
C 3.7061 3.1919 6.3695
C 3.3835 2.2250 7.5017
C 2.2621 1.2967 6.8530
C 1.9334 1.8808 5.4489
H 1.7008 5.2924 1.3828
H 1.5641 3.6231 0.9122
H 3.0903 4.1993 1.5119
H 1.2543 2.7940 2.9237
H 0.7898 4.3332 3.3454
H 2.9573 4.9926 4.3872
H 3.6382 3.4091 3.8340
H 1.3438 3.9403 7.1440
H 0.3965 4.1889 5.6498
H 1.7696 5.3716 6.0904
H 4.1924 4.1192 6.6721
H 4.3430 2.6675 5.6571
H 2.8722 2.5664 8.4017
H 4.2580 1.6579 7.8208
H 1.3768 1.3680 7.4848
H 2.6024 0.2823 6.6448
H 0.9501 1.8154 4.9832
H 2.5255 1.2688 4.7684
C -3.5205 3.9013 -6.0808
C -3.6486 2.4460 -5.6338
C -2.2243 1.9879 -5.3682
N -1.9891 0.5339 -5.0779
C -2.6409 0.3021 -3.6315
C -2.7172 -0.2791 -6.1436
C -2.0886 -1.7007 -6.0354
C -0.6988 -1.5205 -5.2975
C -0.5800 0.0287 -5.1859
H -3.0185 4.1106 -7.0254
H -3.0577 4.4987 -5.2953
H -4.4998 4.3799 -6.0813
H -4.1311 1.9118 -6.4522
H -4.2560 2.4018 -4.7299
H -1.7951 2.5193 -4.5187
H -1.5488 2.1775 -6.2024
H -1.9067 0.6999 -2.9310
H -2.7521 -0.7462 -3.3543
H -3.5532 0.8380 -3.3694
H -3.7782 -0.1315 -5.9425
H -2.3638 0.2113 -7.0506
H -2.4928 -2.5234 -5.4456
H -2.0839 -2.1961 -7.0063
H -0.5673 -1.9988 -4.3270
H 0.0495 -2.1898 -5.7220
H 0.0110 0.4419 -4.3685
H -0.2721 0.3225 -6.1893
C -2.3665 -0.9923 3.2946
C -3.7387 -0.4385 3.7992
C -4.9722 -0.7927 2.9632
N -6.1588 0.2273 3.1500
C -6.4945 0.6776 4.5596
C -7.4289 -0.1426 2.3430
C -8.1473 1.1188 1.9944
C -7.0196 2.0266 1.6540
C -5.7228 1.4467 2.3003
H -2.2071 -2.0344 3.5714
H -1.5081 -0.4460 3.6856
H -2.3321 -0.9077 2.2084
H -3.4208 0.5911 3.9635
H -3.8618 -0.8589 4.7973
H -5.4112 -1.7088 3.3582
H -4.7039 -1.1054 1.9540
H -7.0983 1.5847 4.5842
H -5.5512 0.8813 5.0664
H -7.0748 -0.1246 5.0155
H -8.0837 -0.8212 2.8896
H -7.0835 -0.6486 1.4415
H -8.6301 1.5811 2.8554
H -8.8238 0.9536 1.1558
H -7.2371 3.0429 1.9826
H -6.8606 2.0652 0.5764
H -5.0944 2.0656 2.9407
H -5.0464 1.1940 1.4838
N 1.0793 -1.3085 0.4824
S 1.2876 0.0861 1.0194
O 0.0714 0.9090 1.0097
O 2.6034 0.5928 1.3089
F 1.0323 -0.5564 2.5483
S 1.7024 -0.8977 -1.0420
O 3.1469 -0.8573 -1.2561
O 0.9235 0.1225 -1.7915
F 1.2603 -2.2077 -1.8437
*
```

Löwdin population analysis, charges in e, atoms 1 to 99: -0.05 -0.13 -0.05 0.06 0.04 -0.14 -0.02 0.02 0.08 0.08 0.06 0.13 0.12 0.14 0.14 0.17 0.13 0.12 0.12 -0.05 -0.17 -0.04 -0.01 0.01 -0.10 0.04 -0.01 0.08 0.07 0.09 0.11 0.12 0.13 0.13 0.17 0.11 0.12 0.12 -0.05 -0.13 -0.03 0.00 -0.02 -0.08 0.03 0.03 0.08 0.10 0.07 0.13 0.13 0.14 0.12 0.16 0.10 0.06 0.11 0.04 -0.38 0.17 0.09 0.05 0.15 0.05 0.10 0.10 0.06 0.07 0.10 0.10 -0.07 -0.24 -0.08 -0.23 0.07 -0.09 -0.12 -0.12 -0.09 0.08 0.07 0.09 0.08 0.09 0.13 0.13 0.10 0.10 0.12 0.15 0.13 0.11 0.12 0.11 0.11 0.12 0.13 -0.09 -0.22

2.
Molecular formula: C3H3NOS
Method: DFT, ωB97M-V with the def2-TZVPD basis set

- HOMO: -8.663 eV
- Lowest unoccupied orbital energy: -0.062 eV
- Orbital gap: 8.60 eV
- SMILES string: C=C=S.N=C=O
- Relative energy (zero: lowest compared OMol25 entry of this formula, charge and spin): 146.2 kJ/mol
- Max |F|: 3.75 eV/Å
- Electronic energy: -17530.426 eV

Structure (ORCA input):
```
! wB97M-V def2-TZVPD RIJCOSX def2/J DEFGRID3
* xyz 0 1
C -1.6286 0.0604 0.5705
C -1.2759 1.2882 0.2152
S -0.6285 2.5071 -0.4432
H -2.6532 -0.0368 0.6666
H -0.7574 -0.5290 1.0730
N 1.2827 -1.3857 -0.6336
C 2.1272 -0.6304 -0.2673
O 2.7945 0.1228 0.3232
H 0.7392 -1.3965 -1.5044
*
```

Okay, here come the Löwdin numbers, in e, for every atom: -0.09 -0.81 0.77 0.02 0.10 0.18 -0.43 0.15 0.11